--- i ---
Formula: C5H8O
Source: the Open Molecules 2025 dataset
Level of theory: the ωB97M-V functional and the def2-TZVPD basis

Cartesian coordinates (Å):
H (0.1949, -1.5695, -1.8729)
H (-2.7574, 0.2086, 1.1890)
H (-2.4718, 2.0289, 1.5149)
C (-0.3262, -0.3128, 0.3872)
H (-1.0493, -1.0407, 0.0425)
C (-2.0955, 1.0560, 1.2367)
C (0.9090, -0.3967, -0.2691)
C (-0.7670, 0.8852, 0.9344)
O (1.8296, 0.5702, -0.1370)
H (1.4377, -0.5131, -2.2946)
C (1.1414, -1.1812, -1.4862)
H (2.1409, 0.5889, 0.7862)
H (-0.0610, 1.6347, 1.2616)
H (1.8746, -1.9585, -1.2928)

For the LUMO energy (alpha / beta), the calculation gives -5.11 / -7.48 eV. As for the spin multiplicity: 2. As for the expectation value of S²: 0.78. Its HOMO-LUMO gap (alpha / beta) is 9.19 / 8.83 eV. The total charge is +1.

--- ii ---
Formula: C5H8O
Source: the Open Molecules 2025 dataset
Level of theory: the ωB97M-V functional and the def2-TZVPD basis

Cartesian coordinates (Å):
H (-1.6489, 1.0017, -1.1969)
C (-0.3271, -0.2416, 0.1737)
H (2.8526, -0.3306, 0.5616)
O (1.2809, 1.3438, -0.5743)
H (-2.2158, -0.4693, 1.3275)
H (2.6311, -0.6425, -1.0649)
H (0.6511, 1.9153, -0.1191)
C (-2.6708, 0.1237, 0.4246)
H (-3.5302, 0.8344, 0.4050)
H (-0.4468, -1.2312, 0.7213)
C (2.1438, -0.8404, -0.1469)
C (-1.5628, 0.3819, -0.3518)
H (1.9398, -1.8954, 0.1018)
C (0.9032, 0.0501, -0.2617)

For the LUMO energy (alpha / beta), the calculation gives -4.95 / -7.76 eV. As for the spin multiplicity: 2. As for the expectation value of S²: 0.78. Its HOMO-LUMO gap (alpha / beta) is 9.62 / 8.52 eV. The total charge is +1.

Of them, i has the highest stability.

--- i ---
Formula: C2H4ClNOS
Source: the Open Molecules 2025 dataset
Level of theory: the ωB97M-V functional and the def2-TZVPD basis

Cartesian coordinates (Å):
H (0.9098, 1.2461, -0.8030)
O (0.6493, -2.0738, 1.2459)
H (-1.7870, -1.2152, 1.2155)
N (0.6925, -0.6148, -0.4272)
Cl (-3.3026, -1.3213, -0.7400)
S (-2.1497, -0.1685, 0.4116)
C (0.8504, -1.8530, 0.1030)
C (1.3994, 0.4414, -0.4279)
H (2.4293, 0.4257, -0.2673)
H (1.3105, -2.5736, -0.6013)

For the LUMO energy, the calculation gives 0.32 eV. As for the SMILES: C=NC=O.SCl. Its HOMO-LUMO gap is 9.12 eV. The total charge is 0.

--- ii ---
Formula: C2H4ClNOS
Source: the Open Molecules 2025 dataset
Level of theory: the ωB97M-V functional and the def2-TZVPD basis

Cartesian coordinates (Å):
H (0.3764, -1.3913, -0.4139)
C (-0.4473, -0.8708, -1.0078)
O (-2.1119, 0.4474, 1.5162)
S (2.8518, 1.9999, -0.3320)
N (-1.5079, -0.4960, -0.4579)
C (-2.1621, -0.4293, 0.7110)
Cl (3.9533, 0.5949, 0.5354)
H (-2.8932, -1.3687, 0.6517)
H (-0.4070, -0.9132, -2.0744)
H (2.3478, 2.4271, 0.8717)

For the LUMO energy, the calculation gives 0.04 eV. As for the SMILES: C=NC=O.SCl. Its HOMO-LUMO gap is 9.56 eV. The total charge is 0.

Of them, ii has the highest stability.